[1]
Below is a molecular structure, C24H47N3OSSc, with properties calculated with ωB97M-V with the def2-TZVPD basis set.

Calculated values
HOMO-LUMO gap, eV: 5.012
Net charge: +1
LUMO energy, eV: -2.643
Multiplicity: 1
F_max, eV/A: 5.43
ΔE to the lowest compared entry with this formula, charge and spin, eV: 0.419

Positions of all 77 atoms, in Å:
H1 3.08 -17.73 -6.67
H2 0.67 -7.03 -11.70
H3 1.66 -12.13 -9.36
H4 3.20 -12.63 -10.10
C1 0.50 -16.68 -10.66
H5 0.69 -11.55 -7.45
C2 -3.94 -11.46 -7.44
H6 -0.85 -18.11 -11.68
C3 -0.99 -8.39 -12.25
C4 -2.52 -10.18 -13.34
H7 1.51 -16.71 -10.28
C5 2.13 -17.21 -6.82
H8 -3.93 -14.03 -6.85
C6 -0.48 -16.77 -9.48
C7 1.32 -12.88 -12.11
N1 -1.11 -11.60 -10.83
C8 -1.24 -9.87 -7.90
H9 2.96 -10.97 -9.73
H10 -3.29 -11.85 -14.52
C9 -4.74 -12.36 -9.69
H11 1.32 -17.90 -7.02
H12 -4.59 -9.98 -13.69
H13 -2.90 -12.28 -12.87
H14 -2.49 -12.56 -6.25
C10 2.43 -11.85 -10.11
H15 3.25 -15.63 -7.62
N2 -1.41 -11.28 -7.46
C11 -4.50 -13.83 -7.73
C12 1.85 -11.58 -11.50
H16 -4.00 -10.48 -7.99
C13 0.83 -10.41 -11.54
H17 -1.54 -16.79 -9.81
N3 -4.03 -12.59 -8.38
H18 -4.75 -11.55 -6.75
H19 -5.31 -11.45 -9.69
H20 2.51 -16.64 -8.90
H21 1.52 -14.27 -8.78
H22 1.85 -16.66 -5.92
H23 -0.35 -17.72 -8.92
H24 0.75 -18.75 -11.40
H25 1.13 -12.76 -13.17
H26 -2.14 -9.51 -8.38
H27 -3.75 -8.49 -13.02
H28 0.12 -11.20 -5.91
H29 0.31 -13.07 -11.69
O1 -0.98 -14.19 -9.10
H30 -5.34 -13.29 -9.87
H31 0.43 -15.74 -11.21
H32 0.47 -17.56 -12.69
H33 -0.37 -9.87 -8.56
H34 -1.00 -9.18 -7.04
C14 1.22 -9.08 -11.57
H35 -0.34 -12.75 -6.52
S1 -0.43 -15.47 -8.23
H36 -4.19 -9.75 -11.98
C15 0.34 -8.05 -11.90
C16 -3.86 -9.58 -12.96
H37 -4.04 -12.36 -10.53
C17 2.33 -16.15 -7.93
H38 -1.71 -7.64 -12.50
H39 2.22 -8.74 -11.30
H40 1.43 -14.52 -7.02
H41 2.65 -11.23 -12.12
H42 -4.39 -14.70 -8.34
C18 -1.42 -9.72 -12.32
Sc1 -1.97 -12.52 -9.25
H43 2.05 -13.68 -12.02
C19 -2.56 -11.66 -13.72
H44 -1.63 -12.09 -14.12
C20 -0.59 -10.68 -11.62
H45 -5.54 -13.71 -7.43
C21 1.28 -15.03 -8.00
H46 -2.26 -9.67 -14.25
C22 0.18 -17.80 -11.64
H47 -2.71 -10.82 -5.81
C23 -2.63 -11.53 -6.64
C24 -0.16 -11.74 -6.80

Formally, the Löwdin partial charges of the atoms, in units of the elementary charge, are as follows: H 0.085; H 0.088; H 0.043; H 0.072; C -0.269; H 0.087; C -0.158; H 0.067; C -0.068; C -0.362; H 0.078; C -0.079; H 0.082; C -0.336; C -0.084; N -0.075; C -0.046; H 0.077; H 0.074; C -0.024; H 0.063; H 0.086; H 0.045; H 0.121; C -0.079; H 0.125; N -0.339; C -0.042; C -0.357; H 0.142; C -0.153; H 0.110; N -0.351; H 0.126; H 0.099; H 0.087; H 0.093; H 0.076; H 0.111; H 0.096; H 0.078; H 0.086; H 0.074; H 0.102; H 0.044; O -0.608; H 0.112; H 0.109; H 0.097; H 0.096; H 0.117; C -0.092; H 0.062; S 1.085; H 0.045; C -0.114; C -0.077; H 0.058; C -0.271; H 0.089; H 0.106; H 0.109; H 0.123; H 0.088; C -0.135; Sc 0.884; H 0.066; C -0.081; H 0.082; C -0.372; H 0.107; C -0.348; H 0.124; C -0.097; H 0.143; C -0.153; C -0.048

=====

[2]
Below is 7 unconnected molecules or ions with the total composition C24H47N7O8, with properties calculated with ωB97M-V with the def2-TZVPD basis set.

Calculated values
HOMO-LUMO gap, eV: 8.130
LUMO energy, eV: -0.942
Multiplicity: 1
F_max, eV/A: 10.93
SMILES: O=[N+]([O-])c1ccccc1.CN(C)C=O.CN(C)C=O.CN(C)C=O.CN(C)C=O.CN(C)C=O.CN(C)C=O
ΔE to the lowest compared entry with this formula, charge and spin, eV: 12.902

Positions of all 86 atoms, in Å:
H1 -4.04 2.69 3.89
H2 4.49 0.86 -2.04
O1 -2.55 1.91 1.10
C1 2.57 -0.18 3.55
H3 -2.40 1.35 7.26
H4 3.53 -5.16 -3.68
C2 1.27 -4.31 -3.23
H5 -4.33 -3.74 -1.40
N1 -4.19 -3.15 0.58
H6 1.80 1.12 -5.06
H7 2.54 1.77 0.63
C3 3.12 -4.93 -4.72
C4 4.62 1.12 -3.17
N2 1.86 -4.22 -4.53
O2 2.31 2.76 -3.79
H8 2.68 -1.04 2.68
H9 2.02 -3.38 -6.20
O3 0.81 -0.20 1.30
H10 1.53 0.69 -1.91
C5 0.35 0.66 -2.01
C6 3.72 -0.25 -5.08
H11 -0.08 2.09 -0.28
H12 1.69 3.09 2.83
H13 -3.66 -1.12 1.20
H14 -2.75 4.08 5.09
O4 -3.95 2.19 -0.46
C7 2.85 2.58 0.25
C8 -0.34 -0.26 -2.92
H15 -2.99 0.13 6.35
O5 0.29 -2.93 -5.52
H16 3.08 2.32 -0.79
H17 -4.09 0.97 4.33
H18 -4.01 1.24 7.24
H19 -3.73 -2.35 2.59
C9 -2.75 0.33 -2.25
H20 3.77 2.86 0.59
N3 1.22 0.35 3.58
C10 -1.71 -0.40 -3.00
N4 3.62 0.86 -4.13
H21 -0.33 1.48 4.85
N5 -2.96 2.14 5.55
H22 3.36 -0.25 -6.10
H23 3.97 -4.42 -5.16
O6 -5.01 -5.26 0.61
C11 -2.64 3.38 5.86
H24 -5.16 -2.59 -1.12
H25 0.28 -4.48 -3.49
H26 2.64 -0.58 4.51
C12 0.80 0.94 4.78
H27 4.88 2.19 -3.03
C13 2.55 1.67 -4.35
H28 2.04 4.38 -1.16
C14 0.44 0.14 2.44
H29 1.65 -3.50 -2.77
C15 -3.61 -2.14 1.44
C16 -3.37 1.78 4.25
H30 -2.67 -2.03 1.21
H31 3.31 0.65 3.45
H32 1.50 1.83 4.95
C17 1.34 -3.50 -5.56
C18 -0.52 1.36 -0.99
O7 -2.30 3.70 6.97
C19 -4.34 -2.88 -0.83
H33 0.33 -0.82 -3.70
H34 0.89 0.57 5.70
H35 -2.46 1.43 3.56
H36 1.45 -5.18 -2.56
H37 0.09 2.98 1.74
H38 2.80 -5.75 -5.33
H39 -3.87 -0.01 -2.28
H40 -3.38 -2.36 -1.00
C20 -4.54 -4.33 1.15
N6 -2.91 1.73 -0.13
H41 -4.23 -4.28 2.21
H42 -0.66 0.23 2.44
C21 1.10 3.45 1.87
C22 -3.11 1.11 6.72
C23 1.56 4.58 -0.31
H43 -1.91 -1.29 -3.61
H44 3.45 -1.19 -4.75
H45 4.72 -0.36 -5.33
H46 0.81 4.43 2.27
H47 5.50 0.52 -3.28
O8 0.63 5.39 -0.12
N7 1.82 3.64 0.65
C24 -2.10 1.08 -1.05

Formally, the Löwdin partial charges of the atoms, in units of the elementary charge, are as follows: H 0.134; H 0.108; O -0.027; C -0.046; H -0.019; H 0.111; C -0.042; H 0.078; N -0.155; H 0.159; H -0.015; C -0.049; C -0.081; N -0.194; O -0.014; H 0.153; H 0.069; O -0.039; H 0.122; C -0.038; C -0.055; H 0.075; H 0.120; H 0.066; H 0.118; O 0.110; C 0.003; C -0.117; H 0.081; O 0.046; H 0.071; H 0.072; H 0.084; H 0.136; C 0.063; H 0.058; N -0.215; C -0.120; N -0.165; H 0.158; N -0.181; H 0.099; H 0.075; O 0.063; C -0.391; H 0.003; H 0.075; H 0.056; C -0.095; H 0.102; C -0.331; H 0.082; C -0.292; H 0.063; C -0.059; C -0.100; H 0.016; H 0.090; H 0.103; C -0.354; C 0.089; O 0.021; C 0.004; H 0.119; H 0.020; H 0.091; H 0.114; H 0.086; H 0.086; H 0.133; H 0.111; C -0.385; N -0.391; H 0.123; H 0.117; C -0.076; C 0.060; C -0.279; H 0.099; H 0.054; H 0.063; H 0.084; H 0.072; O -0.006; N -0.146; C -0.091

=====

[3]
Below is a molecular structure, C24H48AsF6O24, with properties calculated with ωB97M-V with the def2-TZVPD basis set.

Calculated values
HOMO-LUMO gap, eV: 9.557
Net charge: -1
LUMO energy, eV: 2.331
Multiplicity: 1
F_max, eV/A: 6.39
ΔE to the lowest compared entry with this formula, charge and spin, eV: 4.351

Positions of all 103 atoms, in Å:
C1 7.17 -0.61 -1.99
O1 -1.69 -5.86 -2.58
C2 1.29 8.69 -0.12
C3 2.52 6.65 -0.15
H1 -5.49 -0.90 -0.65
H2 0.32 -3.79 1.75
O2 1.44 7.34 -0.41
O3 -2.21 3.86 3.16
F1 -0.66 1.06 1.75
H3 -3.80 -1.05 -0.15
C4 -1.69 -3.23 -1.73
F2 0.57 -1.04 0.84
H4 3.54 4.35 1.08
H5 -3.36 7.59 2.12
H6 1.45 0.31 2.91
H7 -3.80 -6.50 -4.87
O4 5.74 -0.79 -2.14
O5 5.44 1.40 -1.84
O6 -4.53 0.78 -0.02
H8 -4.14 -4.68 3.08
H9 0.60 -2.15 -4.62
H10 3.59 -6.23 -3.38
H11 -4.63 4.45 -0.12
O7 3.56 -4.58 -4.59
H12 -5.95 3.45 -0.22
C5 -3.87 -4.33 2.08
C6 -4.87 3.39 -0.13
H13 1.72 -0.88 -4.49
H14 7.67 -1.58 -1.94
H15 7.47 -0.16 -1.04
O8 3.61 7.14 -0.17
H16 -3.85 -7.62 -3.44
C7 5.01 0.27 -2.07
C8 -2.74 -5.26 -2.51
F3 -1.80 -0.53 0.03
C9 3.05 -2.33 6.30
H17 3.15 -6.52 -5.17
O9 2.12 5.38 -0.13
C10 -1.30 4.64 0.61
H18 1.36 -1.88 -3.04
H19 -4.72 -4.44 1.40
O10 -4.22 2.80 1.02
O11 -3.35 -2.99 2.08
O12 0.27 -0.67 4.77
C11 1.38 -1.15 4.98
C12 -3.95 6.93 2.74
C13 -0.02 -3.62 2.77
H20 -0.80 5.42 0.02
O13 2.57 -2.75 -4.60
H21 2.56 1.30 -1.64
H22 7.65 -0.09 -2.82
F4 1.21 1.30 0.26
O14 2.45 -1.15 4.07
O15 -3.89 -5.63 -2.97
O16 3.79 -0.13 -2.47
H23 3.17 1.66 -3.15
F5 0.22 -0.28 -1.53
H24 3.33 -2.86 5.39
H25 0.37 8.99 -0.63
O17 -1.41 -3.79 2.61
H26 -3.14 -5.04 1.69
O18 -2.85 -3.94 -2.12
O19 1.72 -1.92 6.08
C14 -4.07 1.46 1.10
C15 2.43 -0.16 2.97
O20 1.28 -4.61 -4.63
C16 -2.57 4.93 2.65
H27 -4.99 -0.95 1.09
H28 -4.92 6.73 2.27
H29 -4.37 2.96 -1.00
H30 -0.91 -3.89 -1.34
C17 3.02 4.32 0.12
O21 -3.33 5.82 3.32
H31 -1.23 -2.74 -2.59
O22 -3.48 0.85 2.02
H32 2.03 9.35 -0.56
C18 2.75 0.82 -2.60
H33 -0.64 3.93 1.12
As1 -0.29 0.34 0.14
H34 1.06 8.71 0.94
H35 -2.03 -2.57 -0.94
H36 3.26 0.54 2.83
C19 -4.75 -0.59 0.09
H37 3.75 4.15 -0.67
O23 -2.21 5.33 1.35
H38 0.37 -2.65 3.10
C20 -2.20 -2.73 2.67
F6 -1.13 1.68 -0.81
H39 2.58 -0.90 2.18
H40 1.92 0.36 -3.13
H41 3.10 -2.93 7.21
H42 -5.24 -6.84 -3.94
C21 1.53 -1.88 -4.12
O24 -1.99 -1.60 3.09
H43 -4.24 7.58 3.56
H44 3.64 -1.42 6.34
C22 3.77 -6.00 -4.43
C23 2.35 -4.02 -4.63
H45 4.82 -6.25 -4.60
H46 0.33 -4.34 3.52
H47 -2.00 4.16 -0.07
C24 -4.17 -6.67 -3.86
H48 2.39 3.46 0.30

Löwdin atomic charge list, values in e, 99 entries: C -0.026; O 0.118; C -0.059; C -0.629; H 0.092; H 0.099; O -0.015; O 0.117; F -0.251; H 0.064; C -0.041; F -0.258; H 0.097; H 0.091; H 0.070; H 0.102; O 0.026; O 0.093; O -0.054; H 0.092; H 0.095; H 0.096; H 0.078; O -0.019; H 0.087; C -0.030; C -0.040; H 0.084; H 0.085; H 0.092; O 0.140; H 0.094; C -0.611; C -0.585; F -0.245; C -0.071; H 0.092; O 0.012; C -0.076; H 0.094; H 0.089; O -0.012; O 0.000; O 0.125; C -0.490; C -0.084; C -0.026; H 0.090; O 0.029; H 0.079; H 0.095; F -0.290; O -0.087; O 0.012; O 0.001; H 0.095; F -0.310; H 0.089; H 0.090; O -0.023; H 0.084; O -0.018; O -0.045; C -0.478; C -0.010; O 0.112; C -0.473; H 0.096; H 0.091; H 0.097; H 0.094; C -0.038; O 0.009; H 0.091; O 0.095; H 0.097; C -0.051; H 0.104; As 0.949; H 0.105; H 0.072; H 0.086; C -0.080; H 0.101; O -0.071; H 0.071; C -0.604; F -0.299; H 0.080; H 0.056; H 0.093; H 0.088; C -0.023; O 0.139; H 0.085; H 0.093; C -0.022; C -0.634; H 0.083